# 1
Computed, not measured: an isolated ion of composition C3H3ClNO and charge +1 in a non-equilibrium geometry, with the ωB97M-V functional and the def2-TZVPD basis.

Last column: Mulliken charge in e.
CARTESIAN COORDINATES (ANGSTROEM)
O (0.77059, -1.87482, 0.23423)  -0.3301
N (0.44050, -0.83209, -0.16891)  0.6053
C (-0.89123, -0.27425, -0.23263)  -0.3093
C (-0.34895, 0.98219, 0.27682)  -0.1106
C (1.07130, 0.45581, 0.02575)  0.2225
Cl (2.62280, 0.90326, -0.03527)  -0.0270
H (-1.65033, -0.81080, 0.35325)  0.3351
H (-1.17226, -0.22429, -1.39664)  0.2609
H (-0.84242, 1.67500, 0.94340)  0.3531

- Gap between HOMO and LUMO (spin up / spin down): 0.297 / 0.297 Eh
- Energy: -19206.568 eV
- Total charge: +1
- Structure (SMILES): O=[N+]1CC=C1Cl

***

# 2
Computed, not measured: C3H3ClO2 in the gas phase in a non-equilibrium geometry, with the ωB97M-V functional and the def2-TZVPD basis.

Last column: Mulliken charge in e.
CARTESIAN COORDINATES (ANGSTROEM)
O (-1.04211, 2.83955, 0.88988)  -0.5048
C (-0.23412, 1.91843, 0.93017)  0.6843
O (0.48502, 1.10501, 1.52054)  -0.3059
C (0.56840, 0.89328, -0.00239)  -0.1814
C (-0.01951, -0.34577, -0.57910)  -0.3737
Cl (-1.79886, -0.03796, -0.77117)  -0.1880
H (1.63986, 1.06203, -0.21293)  0.3246
H (-0.04941, -1.33695, -0.02317)  0.2826
H (0.38784, -0.37564, -1.59731)  0.2622

- Gap between HOMO and LUMO: 0.399 Eh
- Energy: -19774.690 eV
- Structure (SMILES): O=C1O[C@H]1CCl

***

# 3
Computed, not measured: C3H3ClO2 in the gas phase in a non-equilibrium geometry, with the ωB97M-V functional and the def2-TZVPD basis.

Last column: Mulliken charge in e.
CARTESIAN COORDINATES (ANGSTROEM)
C (0.14388, -0.31154, -0.31219)  -0.9724
C (-0.88519, -1.31009, -0.01374)  0.6754
O (-1.59207, -1.56909, 1.23350)  -0.5225
C (-1.03371, -2.58517, 0.46571)  0.5574
Cl (-0.30925, -4.06334, 0.69984)  -0.1359
O (-1.64827, -2.17638, -0.77091)  -0.5298
H (0.91906, -0.29452, 0.33983)  0.3440
H (-0.27265, 0.69725, -0.42448)  0.2853
H (0.37648, -0.66224, -1.31741)  0.2985

- Gap between HOMO and LUMO: 0.359 Eh
- Energy: -19772.544 eV
- Structure (SMILES): C[C@]12O[C@@]1(Cl)O2

***

# 4
Computed, not measured: C3H3ClO2 in the gas phase in a non-equilibrium geometry, with the ωB97M-V functional and the def2-TZVPD basis.

Last column: Mulliken charge in e.
CARTESIAN COORDINATES (ANGSTROEM)
C (-0.96813, 0.03195, 0.37985)  -0.9352
C (0.10792, -0.71853, -0.37613)  0.6131
O (0.04235, -1.83365, -0.84735)  -0.5000
C (1.11131, 0.37624, -0.47312)  0.4099
O (1.14986, 1.32003, -1.19214)  -0.3929
Cl (2.27934, 0.15680, 0.84414)  -0.1479
H (-1.53008, -0.62512, 0.94793)  0.3591
H (-1.72579, 0.48492, -0.32430)  0.2688
H (-0.46678, 0.80737, 1.04112)  0.3251

- Gap between HOMO and LUMO: 0.389 Eh
- Energy: -19776.064 eV
- Structure (SMILES): CC(=O)C(=O)Cl

***

# 5
Computed, not measured: C3H3ClO2 in the gas phase in a non-equilibrium geometry, with the ωB97M-V functional and the def2-TZVPD basis.

Last column: Mulliken charge in e.
CARTESIAN COORDINATES (ANGSTROEM)
C (0.01582, -0.03738, -0.29201)  0.8905
C (2.04615, 0.11670, -0.72137)  -0.1267
C (-1.36862, -0.06640, 0.17203)  -1.0023
O (0.75873, 1.02329, -0.20568)  -0.3283
O (0.78868, -0.92599, -0.63499)  -0.2638
Cl (3.05765, -0.05233, 0.58709)  -0.0731
H (-2.16128, -0.44520, -0.51308)  0.3088
H (-1.61680, 0.93482, 0.35640)  0.3378
H (-1.52033, -0.54751, 1.25162)  0.2571

- Gap between HOMO and LUMO: 0.339 Eh
- Energy: -19773.210 eV

***

# 6
Computed, not measured: C3H3ClO2S as an isolated structure in a non-equilibrium geometry, with the ωB97M-V functional and the def2-TZVPD basis.

Last column: Mulliken charge in e.
CARTESIAN COORDINATES (ANGSTROEM)
C (1.28338, -0.05441, 0.47727)  -0.1770
C (0.69764, -0.38637, -0.65378)  0.1094
C (-0.02132, -0.41987, -1.76098)  -0.5694
O (-1.35842, 1.59310, 2.19258)  -0.4925
O (0.68754, 0.38280, 1.61697)  -0.2330
S (-0.79166, 0.90595, 1.09478)  0.6693
Cl (-1.84376, -0.85135, 0.82777)  -0.1886
H (2.26297, -0.40320, 0.60596)  0.3244
H (-0.58610, -1.26253, -2.07128)  0.3128
H (-0.33026, 0.49589, -2.32929)  0.2446

- Gap between HOMO and LUMO: 0.372 Eh
- Energy: -30608.892 eV